Record 1
Entry from OMol25: a molecular structure, C4H13O3S in a non-equilibrium geometry (wB97M-V/def2-TZVPD).

```
21
Properties=species:S:1:pos:R:3:forces:R:3
C -1.039749 1.187696 -1.139820 0.0 0.1 0.2
O -2.086421 0.519619 -0.530838 -0.8 -0.4 -0.7
C 0.314749 0.480134 -1.204635 0.0 0.6 0.4
C 0.813545 0.024916 0.142486 1.3 -2.7 -2.4
C 2.216030 0.282793 0.521461 0.0 1.4 0.8
S 2.824928 1.929054 0.161397 0.0 0.1 0.0
H -1.292977 1.490911 -2.156729 -0.3 -0.3 -0.3
H -0.915178 2.149058 -0.624241 0.5 0.1 0.2
H 1.027400 1.188589 -1.591271 0.3 0.6 0.0
H 0.345363 -0.345428 -1.925295 -0.5 -0.4 0.5
H 0.423142 -0.975027 0.368731 -0.1 0.5 0.6
H 0.219611 0.846354 0.867128 -0.9 0.8 1.0
H 2.262597 0.263923 1.598909 -0.1 -0.4 0.6
H 2.923500 -0.506395 0.275892 -0.3 -0.3 -0.7
H 0.094707 1.393736 1.467171 0.4 0.2 -0.5
H -1.307871 -1.969191 0.297784 0.1 -0.4 0.2
H -1.131171 -3.485097 0.080599 0.0 0.2 -0.1
O -1.059836 -2.656337 -0.406509 0.0 0.0 0.0
H -1.907095 -0.216223 0.140986 0.4 0.7 0.5
H -1.069870 -0.555034 2.115470 0.1 0.0 0.1
O -1.655403 -1.048051 1.541325 -0.3 -0.1 -0.5
```
Forces are in eV/Å.

Computed properties:
* electronic energy: -21332.7625 eV
* orbital gap: 0.2095 Ha
* charge: -1
* E_LUMO: 1.393 eV
* energy relative to the best compared isomer or geometry (same formula, charge and spin): 4.674 eV
* strongest force on any atom: 3.85 eV Å⁻¹

Record 2
Entry from OMol25: 2 unconnected molecules or ions with the total composition C11H15F11O7S in a non-equilibrium geometry (wB97M-V/def2-TZVPD).

```
45
Properties=species:S:1:pos:R:3:forces:R:3
C 2.796206 0.042427 2.108370 -0.4 -0.8 -0.5
C 1.843718 -1.181079 1.971086 1.0 1.3 0.3
O 1.382540 -1.193874 0.633084 0.2 -0.5 0.3
C 2.627031 -2.402226 2.414242 -0.4 0.4 0.5
O 2.128063 -3.701957 2.086400 0.7 -0.5 0.1
O 0.781940 -3.686939 1.712897 -0.9 0.4 -0.5
S -0.231179 -3.998646 3.002894 -0.9 -1.4 0.0
O 0.127803 -3.111557 4.061637 0.4 0.9 0.5
O -1.586124 -3.420000 2.246456 1.3 -0.1 -0.6
C -1.305894 -2.201073 1.533523 -1.1 0.6 0.3
C -2.586020 -1.429037 1.172009 1.0 -0.3 0.0
O -2.870761 -1.414111 -0.194815 -0.3 -0.4 -0.5
C -2.359301 0.026008 1.591193 -1.0 -1.4 -1.0
F -3.271630 0.787642 1.052142 -1.4 1.2 -0.6
F -2.415808 0.170775 2.878397 0.2 0.2 2.2
F -1.198786 0.493856 1.155280 1.5 0.3 -0.3
H 3.760884 -0.241985 1.697802 0.3 0.1 0.2
H 2.406672 0.786064 1.424964 -0.2 0.4 0.2
H 2.867455 0.409863 3.124193 0.2 0.1 0.1
H 1.047293 -0.990414 2.687083 -0.4 -0.3 -0.1
H 0.501791 -0.818463 0.681755 0.0 0.2 -0.4
H 3.648938 -2.331613 2.055968 0.1 -0.5 -0.5
H 2.700163 -2.344403 3.500089 -0.1 0.1 0.2
H -0.739887 -1.572021 2.213752 0.3 0.0 -0.1
H -0.765977 -2.379194 0.609356 0.2 -0.3 0.1
H -3.430527 -1.863928 1.695415 -0.2 0.2 0.2
H -2.084426 -1.591447 -0.721009 0.1 0.0 0.1
C -1.069685 2.584530 -1.564687 -0.5 0.1 0.6
C -0.633882 3.726284 -2.492088 0.6 -0.2 0.4
C -1.005241 3.578139 -3.965226 -0.1 0.2 -0.5
F -0.462688 2.463516 -4.504102 -0.2 0.5 -0.1
F -0.532280 4.642053 -4.658097 0.0 0.0 0.1
F 0.694375 3.930792 -2.354598 -0.1 0.1 -0.1
F -1.249435 4.854969 -2.040509 -0.3 0.0 -0.2
O -0.100994 1.592501 -1.281977 0.4 0.0 -0.6
C 0.072085 0.570404 -2.186070 -0.8 0.5 0.4
C 1.446469 0.608814 -2.851372 0.6 -0.1 -0.2
F 1.649205 1.794158 -3.461007 0.2 -0.3 0.2
F 1.519118 -0.361263 -3.791343 -0.1 0.0 0.1
F -0.930311 0.564595 -3.086629 0.2 -0.5 0.1
F -0.024820 -0.580961 -1.483185 0.0 -0.3 -0.2
H -1.268723 3.046755 -0.599398 0.1 0.1 0.0
H -2.018633 2.146206 -1.874415 0.1 0.0 -0.2
H -2.091717 3.543921 -4.089873 0.0 0.0 0.1
H 2.232981 0.451919 -2.109585 -0.1 0.0 0.1
```
Forces are in eV/Å.

Computed properties:
* electronic energy: -66706.0819 eV
* orbital gap: 0.4002 Ha
* charge: 0
* E_LUMO: 0.579 eV
* strongest force on any atom: 2.21 eV Å⁻¹

Record 3
Entry from OMol25: a molecular structure, C4H7NO in a non-equilibrium geometry (wB97M-V/def2-TZVPD).

```
13
Properties=species:S:1:pos:R:3:forces:R:3
C -0.863907 -0.322409 -1.466203 -3.4 -0.6 -1.5
C -0.238016 0.182211 -0.159821 -0.1 -1.2 -0.9
C 1.074203 -0.166376 0.103710 -2.0 0.0 -1.7
C -1.130541 0.725930 0.845757 -1.4 1.8 -1.4
H -0.111845 -0.540079 -2.327462 -1.3 0.4 1.6
H -1.876961 0.402865 -1.963986 3.5 -1.9 1.7
H -1.479739 -1.352440 -1.201581 1.7 2.4 -0.9
H 1.583817 -0.634941 -0.758265 0.0 0.4 0.6
H 1.365949 0.114394 2.119121 0.4 -0.1 -0.2
H 2.774205 -0.447948 1.140261 -2.1 0.9 0.8
H -0.628551 0.865845 1.783813 0.1 0.1 1.3
N 1.800186 -0.034804 1.217952 2.5 -0.8 0.2
O -2.268799 1.207753 0.666704 2.1 -1.5 0.4
```
Forces are in eV/Å.

Computed properties:
* electronic energy: -7797.0074 eV
* orbital gap: 0.3268 Ha
* charge: 0
* E_LUMO: 0.537 eV
* energy relative to the best compared isomer or geometry (same formula, charge and spin): 2.637 eV
* strongest force on any atom: 4.39 eV Å⁻¹

Record 4
Entry from OMol25: a molecular structure, C27H50AuOP2 in a non-equilibrium geometry (wB97M-V/def2-TZVPD).

```
81
Properties=species:S:1:pos:R:3:forces:R:3
Au 1.481866 0.767018 -3.551814 4.7 2.2 4.2
C -0.905096 -2.562468 2.099143 -1.3 2.5 2.0
C 0.410246 -2.989157 1.791731 2.8 0.7 1.2
C 0.546740 -1.392971 3.441873 0.4 -0.4 -0.5
C -0.818863 -1.546471 3.093077 -0.9 -1.7 -1.8
C 1.310916 -2.288296 2.639847 -1.0 -0.8 -1.3
C -2.135668 -3.117878 1.499337 -0.4 -0.2 -0.1
H -2.118824 -4.217557 1.530692 -0.1 0.2 -0.1
H -2.250148 -2.819568 0.441653 0.0 -0.3 0.4
H -3.022380 -2.779948 2.046930 0.1 -0.1 -0.2
C -1.926414 -0.782141 3.696553 -0.4 0.3 0.3
H -2.899955 -1.164211 3.369438 0.1 0.1 0.1
H -1.866652 0.283731 3.423092 -0.1 -0.2 0.1
H -1.885821 -0.836521 4.795127 -0.1 0.1 -0.2
C 1.069133 -0.475241 4.469896 0.3 0.2 0.4
H 0.464418 -0.532934 5.386894 0.1 0.1 -0.2
H 1.038029 0.567837 4.119692 -0.1 -0.2 0.0
H 2.108038 -0.716495 4.721538 -0.2 0.1 0.0
C 2.776361 -2.422314 2.682023 0.9 0.0 0.0
H 3.128213 -2.499375 3.720438 0.1 -0.1 -0.2
H 3.265634 -1.535880 2.228994 -0.2 -0.8 0.4
H 3.103583 -3.312338 2.132477 0.1 0.1 0.2
C 0.763749 -4.017881 0.790065 0.1 -0.3 -0.3
H 0.443966 -5.020538 1.113432 0.0 0.2 -0.1
H 1.845369 -4.046868 0.625230 -0.2 -0.1 0.0
H 0.275581 -3.816068 -0.175434 0.0 -0.1 0.1
C -0.333317 0.742833 -2.802563 -4.4 0.3 2.0
C -0.807546 -0.640114 -2.976149 -3.2 -1.5 0.9
C 0.089798 -1.783491 -3.256128 0.4 -0.7 -0.5
C 0.502369 -1.730843 -4.768867 0.6 -0.5 0.7
C 1.246538 -0.449781 -5.080339 -1.2 -0.8 -4.1
C 0.608307 0.837193 -5.320449 -0.5 -1.6 -3.4
C -0.871103 1.149859 -5.191454 -0.5 0.7 -0.2
C -1.179265 1.634626 -3.747537 0.7 0.0 0.0
H -0.439515 -2.726431 -3.054297 0.4 0.2 -0.1
H -0.378809 -1.867869 -5.418965 0.2 0.3 0.3
H 0.992264 -1.750685 -2.626302 -0.1 -0.2 -0.1
H -2.252190 1.578405 -3.521698 0.2 -0.1 0.0
H -0.321578 1.101761 -1.762464 0.3 0.0 -0.1
H -1.641617 -0.667775 -3.687236 0.6 0.2 -0.5
H -0.880094 2.683918 -3.644565 -0.1 -0.1 0.0
H -1.116872 1.962112 -5.892737 0.1 -0.3 0.2
H 1.141615 1.467129 -6.037337 0.1 0.1 0.4
H -1.502744 0.299528 -5.491634 0.4 0.1 0.2
H 1.169339 -2.581746 -4.973634 -0.1 0.3 0.0
H 2.184141 -0.580104 -5.627499 -0.1 0.1 0.2
P -2.496198 -1.643236 -1.717077 1.7 1.6 -0.4
C -2.604944 -0.251561 -0.531677 0.0 -0.1 0.4
C -4.001518 -1.254051 -2.694743 0.2 0.1 -0.1
P 2.922197 0.603967 1.233849 -0.7 0.4 0.1
C 1.179000 1.137334 0.813488 -0.5 0.3 0.3
C 3.652863 0.772560 -0.444793 0.6 0.0 -0.2
C 3.539503 2.142987 2.016742 0.3 0.2 -0.1
H -1.697057 -0.211249 0.086228 -0.3 0.0 0.0
H -3.467513 -0.438272 0.125663 0.2 0.2 -0.1
H -2.734691 0.705563 -1.056486 -0.1 -0.3 0.2
H -3.820035 -1.437274 -3.759002 -0.2 0.0 0.1
H -4.355047 -0.229173 -2.534478 0.0 -0.2 -0.1
H -4.753023 -1.971144 -2.339847 0.0 0.2 -0.2
H 3.536957 2.982373 1.306806 0.0 -0.1 0.3
H 4.571001 1.961602 2.352957 -0.3 0.1 -0.1
H 2.929533 2.385549 2.898187 0.2 -0.1 -0.3
H 0.638314 0.241906 0.457054 0.1 0.1 0.0
H 1.181335 1.887115 0.003163 0.0 0.0 0.2
H 4.539888 0.122345 -0.461751 -0.2 0.2 -0.3
H 3.965926 1.807285 -0.639947 -0.1 -0.2 -0.1
H 2.962145 0.445778 -1.241520 0.0 -0.1 0.2
C -0.342623 3.200484 3.492431 0.0 0.0 0.1
C -0.211375 2.848283 2.011783 0.0 -0.1 0.1
C -1.588676 2.635941 1.400790 -0.3 0.0 0.0
C 0.495297 3.988855 1.286279 0.1 0.2 0.0
O 0.537648 1.605167 2.003695 0.3 0.1 -0.3
H 0.649494 3.339736 3.941693 -0.2 -0.1 -0.1
H -0.869489 2.409177 4.041732 0.2 0.1 -0.1
H -0.906507 4.134113 3.613463 0.1 -0.2 0.0
H -2.183238 3.552435 1.518775 0.1 -0.2 -0.1
H -1.520111 2.414915 0.328475 0.0 0.0 0.1
H -2.127571 1.820451 1.899116 0.2 0.1 -0.1
H 1.537140 4.086789 1.611818 -0.2 0.0 -0.1
H 0.450359 3.872861 0.196692 0.1 0.0 0.2
H -0.020711 4.926364 1.530348 0.1 -0.2 -0.1
```
Forces are in eV/Å.

Computed properties:
* electronic energy: -53114.1381 eV
* orbital gap (alpha / beta): 0.1693 / 0.1272 Ha
* ⟨S²⟩: 2.0323
* multiplicity: 3
* charge: +1
* E_LUMO (alpha / beta): -4.201 / -5.234 eV
* energy relative to the best compared isomer or geometry (same formula, charge and spin): 4.617 eV
* strongest force on any atom: 6.65 eV Å⁻¹